# 1
C40H32ClIN6O3RhTe as an isolated structure in a non-equilibrium geometry, computed with the ωB97M-V functional and the def2-TZVPD basis.

```
! RIJCOSX wB97M-V def2-TZVPD def2/J DEFGRID3
* xyz 1 1
Rh -0.564 -0.109 -0.479
C -1.446 2.091 -4.014
C -0.256 2.734 -4.357
C 0.886 2.388 -3.690
C 0.857 1.434 -2.660
N -0.302 0.831 -2.315
C -1.418 1.167 -3.006
N 2.085 1.155 -2.114
C 2.284 0.476 -1.052
N 1.367 -0.064 -0.177
C 2.006 -0.856 0.740
N 1.519 -1.630 1.645
C 0.196 -1.634 2.018
C -0.121 -2.398 3.150
C -1.348 -2.265 3.751
C -2.247 -1.331 3.240
C -1.908 -0.662 2.092
N -0.747 -0.866 1.437
C 3.457 -0.777 0.479
C 4.525 -1.382 1.110
C 5.792 -1.117 0.601
C 5.966 -0.278 -0.499
C 4.882 0.322 -1.130
C 3.630 0.055 -0.613
H -2.376 2.299 -4.522
H -0.235 3.483 -5.138
H 1.843 2.834 -3.911
H -2.318 0.647 -2.727
H 0.654 -3.034 3.551
H -1.590 -2.840 4.635
H -3.190 -1.120 3.724
H -2.559 0.085 1.670
H 4.378 -2.024 1.969
H 6.659 -1.569 1.063
H 6.967 -0.092 -0.867
H 5.005 0.973 -1.985
C -0.869 -4.470 -0.843
Te 0.570 -3.076 -1.603
C 1.940 -4.151 -0.359
C 1.305 -5.505 -0.169
C 2.063 -6.594 0.248
C 1.469 -7.833 0.426
C 0.110 -7.993 0.186
C -0.649 -6.911 -0.229
C -0.058 -5.665 -0.409
H -1.594 -4.722 -1.614
H -1.388 -4.016 0.003
H 2.065 -3.612 0.577
H 2.899 -4.212 -0.869
H 3.124 -6.472 0.427
H 2.067 -8.677 0.742
H -0.353 -8.962 0.311
H -1.707 -7.037 -0.424
I -6.494 1.043 0.213
C -4.984 -0.241 -0.402
C -5.259 -1.548 -0.773
C -4.213 -2.340 -1.218
C -2.939 -1.807 -1.257
N -2.663 -0.559 -0.861
C -3.676 0.212 -0.446
H -6.267 -1.936 -0.726
H -4.380 -3.358 -1.538
H -2.108 -2.382 -1.631
H -3.414 1.216 -0.137
C -4.280 2.214 3.618
C -2.803 2.304 3.865
C -2.237 1.854 5.046
C -0.867 1.932 5.251
Cl -0.192 1.342 6.739
C -0.041 2.469 4.285
C -0.591 2.925 3.092
C -1.959 2.841 2.887
O -2.587 3.222 1.728
C -1.791 3.757 0.694
C -0.823 2.727 0.103
O 0.228 3.030 -0.407
O -1.278 1.511 0.303
H -4.794 1.818 4.492
H -4.500 1.566 2.765
H -4.700 3.191 3.378
H -2.869 1.436 5.820
H 1.025 2.533 4.454
H 0.073 3.329 2.340
H -1.211 4.629 1.003
H -2.492 4.063 -0.084
*
```

Calculated values
LUMO level ... -3.5 eV
Strongest force on any atom ... 1.3 eV/Å

Löwdin atomic charge list, values in e, 6 entries: 1.15, -0.04, -0.03, 0.01, -0.31, 0.01

***

# 2
A 4-piece molecular cluster, C40H32F12I2NO21P overall in a non-equilibrium geometry, computed with the ωB97M-V functional and the def2-TZVPD basis.

```
! RIJCOSX wB97M-V def2-TZVPD def2/J DEFGRID3
* xyz 0 1
C 2.632 -3.699 -0.258
C 2.624 -2.321 -1.141
I 4.670 -2.181 -2.026
C 1.601 -2.293 -2.410
I 1.706 -4.260 -3.358
C 0.084 -1.732 -2.105
N -0.450 -1.326 -3.497
C -0.967 -2.833 -1.523
C -1.830 -3.683 -2.616
C -3.343 -3.116 -2.916
O -4.009 -2.206 -2.201
O -4.052 -3.733 -4.085
C 0.077 -0.275 -1.282
O 1.261 0.548 -1.541
C 0.981 1.792 -2.254
F 0.253 1.604 -3.565
C 0.130 2.919 -1.421
O -1.224 2.872 -1.573
C 0.731 4.112 -0.477
F 1.566 3.601 0.674
F 1.648 5.064 -1.209
C -0.416 5.090 0.210
F -1.300 5.758 -0.813
F 0.366 6.229 0.824
C -1.240 4.402 1.447
F -0.586 4.829 2.740
F -1.238 2.922 1.464
C -2.768 5.065 1.479
O -3.861 4.443 1.012
O -2.882 6.415 2.095
P 2.734 2.446 -2.811
O 2.545 3.725 -3.730
O 3.658 2.748 -1.354
O 3.426 1.114 -3.759
C -0.115 -0.381 0.327
F 0.429 -1.583 0.992
F 0.683 0.770 0.903
C -1.635 -0.165 0.898
C -1.785 -0.068 2.560
C -3.237 0.150 3.313
C -4.630 0.241 2.452
C -4.486 0.145 0.800
C -5.893 0.252 -0.070
F -5.765 1.046 -1.319
F -7.051 0.693 0.775
F -6.225 -1.150 -0.495
C -3.021 -0.044 0.043
H 2.859 -3.506 0.898
H 1.646 -4.327 -0.291
H 3.502 -4.371 -0.661
H 2.560 -1.410 -0.410
H 2.068 -1.525 -3.198
H -0.236 -2.049 -4.210
H -1.453 -1.059 -3.453
H -0.322 -3.629 -0.910
H -1.749 -2.412 -0.734
H -1.318 -3.853 -3.654
H -1.981 -4.772 -2.150
H -5.058 -3.700 -3.906
H -0.887 0.290 -1.704
H -2.024 6.925 1.967
H 3.500 1.905 -0.798
H 2.920 1.005 -4.621
H -0.816 -0.153 3.212
H -3.194 0.238 4.500
H -5.640 0.400 3.023
H -2.955 -0.077 -1.124
O -1.455 12.627 -2.180
C -1.366 11.729 -1.350
C -0.603 10.497 -1.605
C -0.539 9.531 -0.687
O 0.178 8.372 -0.919
C -1.237 9.662 0.622
O -1.175 8.749 1.439
C -1.979 10.903 0.887
C -2.040 11.871 -0.030
O -2.734 13.042 0.213
H -0.103 10.415 -2.562
H 0.069 7.831 -0.107
H -2.467 10.992 1.850
H -2.630 13.581 -0.601
O 0.059 -6.286 5.862
C 0.126 -5.095 5.577
C 0.453 -4.066 6.576
C 0.502 -2.776 6.236
O 0.811 -1.804 7.170
C 0.226 -2.333 4.842
O 0.260 -1.139 4.564
C -0.078 -3.364 3.838
C -0.123 -4.654 4.177
O -0.405 -5.629 3.238
H 0.650 -4.402 7.586
H 0.781 -0.953 6.680
H -0.259 -3.029 2.824
H -0.381 -6.479 3.729
O 4.461 -6.170 0.286
C 4.522 -7.123 -0.483
C 4.429 -6.963 -1.942
C 4.482 -8.023 -2.750
O 4.399 -7.879 -4.123
C 4.632 -9.402 -2.208
O 4.659 -10.358 -2.975
C 4.749 -9.560 -0.750
C 4.700 -8.499 0.058
O 4.811 -8.641 1.429
H 4.318 -5.955 -2.323
H 4.460 -8.790 -4.485
H 4.876 -10.567 -0.371
H 4.744 -7.730 1.791
*
```

Calculated values
Structure (SMILES) ... C[C@@H](I)[C@@H](I)[C@@](N)(CCC(=O)O)[C@H](O[C@@](F)(C(=O)C(F)(F)C(F)(F)C(F)(F)C(=O)O)P(=O)(O)O)C(F)(F)c1cccc(C(F)(F)F)c1.O=C1C=C(O)C(=O)C=C1O.O=C1C=C(O)C(=O)C=C1O.O=C1C=C(O)C(=O)C=C1O
LUMO level ... -2.3 eV
Strongest force on any atom ... 9.5 eV/Å

Löwdin atomic charge list, values in e, 6 entries: -0.25, -0.73, 0.77, -0.67, 0.93, -0.37